1.
A structure of composition C15H30CoO9. Source: the OMol25 dataset; level of theory: ωB97M-V/def2-TZVPD.

Summary:
- total charge = +2
- energy above the lowest of the compared OMol25 structures with the same formula, charge and spin (kJ/mol) = 4.1
- E (hartree) = -2649.01760
- 2S+1 = 4
- LUMO (alpha / beta) (eV) = -4.7892 / -5.6633
- HOMO level (alpha / beta) (eV) = -16.38 / -16.35
- Kohn-Sham gap (alpha / beta) (eV) = 11.59 / 10.69

```
55
C15H30CoO9 | the OMol25 dataset | ωB97M-V/def2-TZVPD
Co -1.28 0.60 0.05
O 0.06 1.09 -1.58
C 0.99 1.00 -2.35
O 1.60 2.11 -2.76
C 2.58 1.85 -3.78
C 2.81 0.32 -3.75
C 1.63 -0.23 -2.94
H 3.51 2.36 -3.54
H 2.20 2.16 -4.74
H 3.79 0.04 -3.37
H 2.77 -0.09 -4.76
H 1.98 -0.86 -2.12
H 0.93 -0.76 -3.58
O -0.18 -1.24 0.08
C -0.04 -2.45 0.06
O 0.49 -3.11 1.07
C 0.78 -4.48 0.67
C -0.13 -4.78 -0.53
C -0.44 -3.39 -1.07
H 0.60 -5.10 1.54
H 1.86 -4.51 0.47
H -1.02 -5.25 -0.12
H 0.40 -5.47 -1.18
H -1.51 -3.20 -1.22
H 0.10 -3.08 -1.96
O 0.26 1.18 1.40
C 1.17 1.64 2.03
O 1.06 2.84 2.57
C 2.27 3.23 3.29
C 3.05 1.93 3.45
C 2.50 1.02 2.36
H 2.02 3.63 4.27
H 2.72 3.96 2.62
H 2.84 1.48 4.42
H 4.13 2.09 3.48
H 2.32 0.01 2.71
H 3.19 0.94 1.52
C -2.62 3.09 1.35
O -1.96 2.52 0.19
H -3.25 3.93 1.07
H -3.23 2.35 1.87
H -1.86 3.41 2.06
H -1.73 3.24 -0.40
C -3.70 0.38 -1.56
O -2.42 -0.28 -1.48
H -3.99 0.73 -0.57
H -3.69 1.21 -2.26
H -4.50 -0.31 -1.84
H -2.17 -0.54 -2.37
C -2.85 -1.55 1.74
O -2.50 -0.14 1.68
H -2.78 -1.94 0.73
H -2.27 -2.10 2.48
H -3.91 -1.64 2.01
H -2.55 0.16 2.59
```

2.
A cluster of 6 separate species, C46H84ClN3O12P2 in total. Source: the OMol25 dataset; level of theory: ωB97M-V/def2-TZVPD.

Summary:
- total charge = 0
- SMILES = COCCCCCCCCc1c(CCCCl)c(CCCCO)c([PH2]=N)c2ncc(P(C)C)nc12.CCOC(C)=O.CCOC(C)=O.CCOC(C)=O.CCOC(C)=O.CCOC(C)=O
- E (hartree) = -4012.79778
- LUMO (eV) = -0.8348
- HOMO level (eV) = -7.72
- Kohn-Sham gap (eV) = 6.89

```
148
C46H84ClN3O12P2 | the OMol25 dataset | ωB97M-V/def2-TZVPD
C 2.27 -1.24 5.27
O 3.23 -0.79 6.25
C 3.74 0.53 5.94
C 4.69 0.56 4.63
C 4.16 1.72 3.63
C 4.34 1.25 2.08
C 2.94 1.35 1.28
C 2.43 -0.12 0.85
C 1.15 -0.62 1.75
C -0.06 -0.85 0.72
C -1.32 -1.66 1.36
C -1.11 -3.14 1.85
C 0.29 -3.91 1.83
C 1.06 -3.87 0.42
C 2.25 -4.99 0.53
Cl 3.89 -4.11 0.35
C -2.39 -3.91 2.41
C -2.37 -5.43 2.91
C -2.11 -5.60 4.50
C -1.06 -4.56 5.11
C -1.72 -3.18 5.62
O -3.07 -3.36 6.16
C -3.78 -3.18 2.50
P -5.31 -4.09 3.23
N -6.30 -4.46 2.02
C -3.99 -1.68 2.03
N -5.32 -1.15 2.21
C -5.30 0.21 1.78
C -4.11 1.00 1.17
P -4.35 2.83 0.64
C -2.63 3.65 0.72
C -5.38 3.77 1.93
N -2.81 0.42 1.01
C -2.74 -0.95 1.46
H 1.66 -2.09 5.75
H 1.51 -0.41 4.99
H 2.77 -1.70 4.33
H 2.82 1.23 5.85
H 4.39 0.93 6.81
H 5.78 0.75 4.90
H 4.64 -0.46 4.08
H 3.05 1.92 3.80
H 4.71 2.73 3.77
H 5.15 1.91 1.59
H 4.71 0.17 2.03
H 3.11 1.97 0.32
H 2.11 1.90 1.87
H 2.10 -0.05 -0.26
H 3.25 -0.93 0.88
H 1.51 -1.55 2.29
H 0.88 0.16 2.55
H -0.36 0.19 0.33
H 0.23 -1.45 -0.22
H 0.91 -3.47 2.70
H 0.19 -5.03 2.10
H 0.42 -4.12 -0.49
H 1.62 -2.87 0.32
H 2.15 -5.81 -0.25
H 2.26 -5.39 1.61
H -1.57 -6.07 2.39
H -3.36 -5.99 2.70
H -3.11 -5.65 5.06
H -1.64 -6.65 4.62
H -0.15 -4.35 4.45
H -0.63 -5.06 6.07
H -1.75 -2.46 4.72
H -1.06 -2.77 6.47
H -3.49 -2.49 6.05
H -5.90 -3.16 4.16
H -4.91 -5.23 4.02
H -5.81 -4.14 1.17
H -6.29 0.78 1.89
H -2.20 3.43 1.76
H -2.78 4.80 0.67
H -1.96 3.26 -0.12
H -6.43 4.04 1.57
H -5.40 3.17 2.91
H -4.83 4.77 2.14
O -0.65 -7.51 -0.92
C -1.11 -7.13 -1.97
O -1.14 -5.82 -2.27
C -1.48 -5.28 -3.55
C -2.98 -5.12 -3.70
C -1.74 -8.10 -2.93
H -1.04 -5.87 -4.36
H -1.01 -4.30 -3.61
H -3.49 -6.08 -3.63
H -3.23 -4.65 -4.65
H -3.37 -4.49 -2.89
H -2.77 -8.28 -2.63
H -1.19 -9.04 -2.88
H -1.71 -7.78 -3.97
O 0.19 -2.43 -4.16
C -0.08 -1.79 -5.15
O -1.17 -2.10 -5.88
C -1.68 -1.29 -6.95
C -0.98 -1.60 -8.26
C 0.83 -0.70 -5.62
H -1.64 -0.23 -6.69
H -2.74 -1.54 -7.05
H 0.09 -1.37 -8.20
H -1.41 -1.02 -9.08
H -1.06 -2.66 -8.49
H 1.63 -1.13 -6.22
H 1.26 -0.21 -4.74
H 0.34 0.09 -6.19
O -3.82 6.55 -0.66
C -3.12 6.79 -1.62
O -2.00 6.07 -1.84
C -1.22 6.14 -3.04
C -0.21 7.27 -2.96
C -3.43 7.94 -2.53
H -1.85 6.20 -3.93
H -0.68 5.19 -3.11
H -0.70 8.24 -2.88
H 0.42 7.28 -3.85
H 0.42 7.15 -2.08
H -3.02 8.86 -2.10
H -4.52 8.04 -2.60
H -3.07 7.82 -3.55
O 4.71 2.96 -6.63
C 4.85 2.42 -5.57
O 3.96 1.48 -5.17
C 4.14 0.64 -4.02
C 3.64 1.33 -2.76
C 5.94 2.83 -4.63
H 5.17 0.30 -3.93
H 3.53 -0.25 -4.20
H 4.21 2.23 -2.55
H 3.73 0.66 -1.90
H 2.60 1.63 -2.88
H 5.61 3.69 -4.05
H 6.82 3.10 -5.22
H 6.27 2.04 -3.95
O 3.62 5.30 -0.68
C 2.94 5.45 0.31
O 1.64 5.76 0.20
C 0.73 5.77 1.30
C 0.76 7.09 2.03
C 3.56 5.39 1.68
H 0.91 4.92 1.97
H -0.27 5.61 0.87
H 1.74 7.29 2.47
H 0.02 7.11 2.84
H 0.54 7.91 1.34
H 3.99 6.35 1.93
H 4.34 4.63 1.67
H 2.86 5.09 2.46
```